Record 1
C26H45Br3F2N2O2S2 | ωB97M-V/def2-TZVPD

## Properties
Total charge ... 0
LUMO level ... -1.4 eV
Orbital gap ... 4.6 eV
HOMO ... -6.0 eV

Each line ends with the Löwdin charge.
CARTESIAN COORDINATES (ANGSTROEM)
H: 0.5784 -2.9240 -2.4286  0.08
H: 2.1407 -0.3956 1.3042  -0.01
H: 5.2362 2.5087 0.4369  0.06
H: -0.6966 2.1516 0.7754  0.08
H: 1.2116 -2.8728 1.9209  0.04
C: -0.3034 -2.2483 0.0061  -0.13
H: -2.7674 -0.8363 1.1003  0.11
H: 3.5686 3.1991 0.1158  0.05
C: 0.4621 1.9548 -0.9754  -0.59
H: -2.2235 1.6674 -1.8110  0.09
H: 2.0082 -4.6516 0.6643  0.10
N: 1.5971 0.9605 -0.8742  -0.03
H: 1.6542 -2.0446 -3.6007  0.10
Br: 0.7394 0.8586 2.7469  0.91
C: -2.3471 3.5895 -0.7455  -0.27
C: 1.0461 3.2057 -0.3269  -0.21
C: -4.2488 0.8883 2.0542  -0.03
H: -5.0437 2.2190 -1.4886  -0.16
H: 2.5044 4.6428 -1.0397  0.07
H: -2.2185 -2.8412 0.7946  0.11
H: -3.8440 5.0125 -0.1030  0.08
C: -1.0224 -4.5435 0.8283  -0.08
H: -2.5993 0.7669 3.3016  0.14
H: 2.7479 2.2998 -2.0920  0.10
H: -1.4564 -0.7147 2.1627  0.06
H: 1.1787 -1.4661 4.5676  0.05
H: -4.5916 -0.1128 2.3077  0.09
H: -0.4634 -3.2122 -4.4099  0.07
H: 4.8797 -0.1044 -1.8215  0.03
H: 0.7272 5.0467 -1.3895  0.06
H: 1.9893 1.1617 0.0623  0.12
C: -2.1102 2.0611 -0.8027  -0.21
H: 2.2408 -2.7697 -0.8622  -0.10
Br: 3.2755 -2.0010 2.9230  0.77
C: 2.8166 1.2811 -1.7194  -0.12
C: 0.4937 -0.7100 -2.3139  -0.21
H: 0.4990 -2.9433 -0.2215  0.06
S: 2.7116 -1.5183 -0.9124  0.97
H: -1.1884 -4.7622 -0.2242  0.13
S: -5.0033 3.5564 -1.5988  0.72
C: 4.0812 1.3069 -0.8523  -0.43
H: -4.5550 1.1567 1.0455  0.07
H: -0.4146 -1.7200 3.7337  0.06
C: -0.3778 -2.1546 -4.1540  -0.09
C: -1.1721 -3.0241 1.0362  -0.16
C: -0.8050 1.6009 -0.1504  -0.27
N: 5.0657 0.5287 -1.0350  0.16
H: 3.8484 1.8237 1.2063  0.08
H: -1.5308 -0.2810 -0.6258  0.12
H: -2.9498 1.6360 -0.2557  0.08
H: -2.2446 3.9439 -1.7731  0.07
H: -0.5855 -0.5781 -2.2970  0.10
H: 2.9135 0.6575 -2.6007  0.12
C: -3.7622 3.9520 -0.3247  -0.55
F: 6.4250 1.3557 1.0496  -0.72
C: 0.2295 -0.8313 0.3003  -0.34
C: 1.1339 -0.6952 1.5665  -0.59
H: 0.8642 0.0008 -3.0473  0.07
C: -2.0105 -0.1311 1.4322  -0.11
H: -1.0616 -2.7480 2.0770  0.09
H: -0.9138 -2.2549 -0.8939  0.12
C: 1.1651 -0.4884 -0.9217  -0.51
H: -1.8182 -5.0037 1.4105  0.13
O: 0.4200 -5.3545 2.5561  0.13
H: -0.0894 -1.6550 -5.0744  0.08
C: 1.3568 -1.9445 2.4512  -0.73
H: -4.0634 3.4205 0.5738  0.04
H: -4.7098 1.5644 2.7723  0.09
H: -1.5781 4.1064 -0.1720  0.11
C: -2.7304 0.9653 2.2382  -0.36
C: 0.6342 -2.0011 3.8014  -0.20
C: 0.7163 -2.0531 -3.0585  -0.26
C: 0.2730 -5.0803 1.3867  -0.48
H: 0.6493 -3.0522 4.0973  0.08
C: 1.4572 4.3575 -0.9776  0.00
H: -1.3609 -1.8575 -3.7952  0.07
C: 4.1643 2.2948 0.2698  -0.07
H: 1.1490 3.1554 0.7574  0.10
Br: 0.1185 2.5717 -2.8182  0.97
F: -2.3717 2.2935 2.0383  -0.03
O: 1.2871 -5.2593 0.4591  0.07
C: -1.0261 0.1162 0.2566  -0.20



Record 2
C26H45Cl8FO12 | ωB97M-V/def2-TZVPD

## Properties
Total charge ... 0
LUMO level ... 0.5 eV
Orbital gap ... 10.2 eV
SMILES ... CCOC(=O)OC.CCOC(=O)OC.CCOC(=O)OC.CCOC(=O)OC.Fc1ccccc1.ClCCl.ClCCl.ClCCl.ClCCl
HOMO ... -9.7 eV

Each line ends with the Löwdin charge.
CARTESIAN COORDINATES (ANGSTROEM)
H: 0.2910 7.6133 3.6287  0.03
H: -2.1858 0.0513 -0.1226  0.11
H: -2.4281 -6.2826 -0.8437  -0.01
H: 2.6657 -0.8520 -0.8863  0.08
H: 2.3487 3.8232 0.1159  0.08
C: 2.3904 -0.4662 2.1086  0.00
C: 4.5087 3.6928 2.2679  -0.25
C: -4.9263 -0.2583 0.2972  -0.02
H: 0.3059 1.8844 -4.6641  0.13
H: -1.1063 -1.9250 -0.7483  0.04
O: 1.0696 2.2466 -0.2722  -0.02
O: 1.9661 -2.7624 -0.4731  0.00
Cl: -2.0570 -4.9013 1.6345  0.55
H: -3.6525 1.6861 2.2512  -0.02
C: -1.2710 -0.1932 0.4336  -0.21
H: 6.3408 3.6210 3.4119  0.08
C: -5.8921 1.2083 -1.3321  -0.09
H: -1.8577 -2.2219 0.7832  0.04
C: 0.4037 1.5545 -3.6279  -0.19
C: 0.7791 6.7227 3.2564  -0.98
H: -4.5453 1.8862 0.1681  0.10
H: 4.3106 3.8272 1.2009  0.10
H: 6.3237 2.5285 2.0511  0.08
C: 3.0275 -3.3785 0.0331  -0.62
H: -6.0398 2.2230 -1.6848  0.11
Cl: -0.3240 5.5530 2.5288  0.56
H: -4.0009 -0.2445 -2.9128  0.08
H: -3.9276 -3.8492 2.5638  0.03
O: -0.1634 0.5312 -0.0932  0.04
C: -3.4609 2.4511 2.9921  -1.02
C: -1.6046 0.3463 -3.4039  -0.61
H: -4.2144 -4.3846 0.8791  0.00
H: 2.2613 -0.2936 1.0451  0.07
O: 2.9340 -4.0879 0.9983  0.13
H: 1.1559 -1.3681 -1.7115  0.08
H: 6.3400 -2.0048 -0.8150  0.08
C: -1.0395 -1.6817 0.3100  -0.06
Cl: -4.5757 -6.0870 2.4479  0.55
H: -4.3068 -0.4585 1.1634  0.11
O: -0.2830 0.3005 -3.5100  0.04
H: 2.4139 0.7323 -3.7984  0.08
C: 5.3270 -3.8350 -0.2648  -0.20
Cl: -2.0658 -4.2649 -1.9830  0.54
O: 3.8363 1.5250 0.8655  0.12
H: -3.8470 -1.8608 -3.6236  0.10
O: 3.8093 2.6227 2.8408  0.05
H: 2.9569 -1.3808 2.2894  0.10
H: 6.9533 -3.4584 -1.6626  0.07
H: -0.6940 -5.9577 -1.1204  0.03
Cl: -5.0024 3.3031 3.3443  0.49
H: 1.0505 4.1393 -1.0802  0.10
H: 5.2817 -4.8649 -0.6228  0.13
C: 1.8175 1.3569 -3.1378  -0.05
H: 1.8446 0.9095 -2.1422  0.05
O: 3.0515 0.6131 2.7714  0.03
C: -1.6846 -5.9528 -1.5574  -1.03
C: -6.5968 0.1812 -1.9152  -0.07
H: 1.4517 -0.6253 2.6369  0.10
C: -5.6589 -1.2930 -0.2781  -0.29
H: -0.1148 2.3174 -3.0425  0.12
H: 5.3286 -3.8746 0.8287  0.12
O: -0.8794 2.4341 0.8578  0.13
H: -7.2538 0.3794 -2.7492  0.11
Cl: 2.0184 7.2722 2.0824  0.48
C: 2.1448 -1.6703 -1.3856  -0.03
H: -2.7426 3.1777 2.6349  0.00
C: 1.3080 3.6333 -0.1470  -0.04
O: -2.0695 -0.8956 -3.4227  0.00
H: 0.7402 4.0740 0.6691  0.02
H: -1.4767 0.1501 1.4519  0.12
C: -5.0584 1.0208 -0.2256  -0.07
F: -5.5370 -2.5426 0.2296  0.05
H: -3.3970 -1.6104 -1.9724  0.06
H: 2.2797 2.3185 -2.9050  0.08
H: 6.5513 4.2168 1.7035  0.08
O: -2.2739 1.3472 -3.3374  0.12
C: -0.0961 1.8124 0.2078  -0.60
C: -3.3814 -1.1369 -2.9559  -0.06
C: 6.5609 -3.0663 -0.7249  -0.05
H: 7.3594 -3.1859 0.0068  0.07
H: 1.3269 6.2014 4.0315  0.02
C: 3.5612 1.5729 2.0362  -0.60
C: -6.4262 -1.1014 -1.3937  -0.02
C: 6.0312 3.5328 2.3698  -0.06
C: -3.8023 -4.6510 1.8446  -1.04
H: -0.1160 -1.9021 0.8429  0.08
H: 2.7465 -1.9445 -2.2514  0.10
H: 4.2433 4.6498 2.7154  0.11
H: -6.8823 -1.9846 -1.8281  0.12
Cl: -2.7821 1.6786 4.4289  0.51
O: 4.1396 -3.1566 -0.6627  0.01
Cl: -1.8555 -7.0059 -2.9689  0.51



Record 3
C26H45IN4O12S | ωB97M-V/def2-TZVPD

## Properties
Total charge ... 0
LUMO level ... -0.5 eV
Orbital gap ... 7.9 eV
HOMO ... -8.4 eV

Each line ends with the Löwdin charge.
CARTESIAN COORDINATES (ANGSTROEM)
H: -1.2965 -6.1471 -1.5231  0.08
H: 6.3969 -2.2396 -2.0095  0.08
C: -1.9991 -5.3290 -1.3629  -0.06
H: -7.7829 1.8830 8.0715  0.08
H: -2.9803 -5.6448 -1.7159  0.07
H: 6.8831 -3.5226 -3.1374  0.08
H: 9.7439 6.3388 -4.7308  0.08
H: -4.1820 1.6719 0.0348  0.09
H: 4.4549 -3.1208 -3.3163  0.12
O: -3.4996 1.2226 -1.8967  0.01
C: 0.2292 -0.6116 -2.2749  -0.06
H: -4.5461 0.3043 2.4672  0.10
H: -2.0323 -1.5857 5.7984  0.04
H: -0.1688 -1.1710 -3.1235  0.08
H: -6.6227 -3.6872 1.0501  0.10
H: -3.2747 0.8961 4.9353  0.11
H: 7.2162 -1.8263 -3.5061  0.06
C: -0.0708 0.8649 -2.4261  -0.21
C: -7.1205 2.0622 4.9597  -0.33
C: -5.6894 0.1231 4.2429  -0.22
C: 4.9440 2.1575 -4.6616  -0.04
O: -1.4714 1.1012 -2.6297  0.04
N: -2.1624 -0.5892 5.9086  -0.02
O: 10.3768 4.1701 -3.3183  0.04
H: -6.3694 -0.5675 8.3878  0.08
O: -1.8470 0.7685 -0.4236  0.12
S: -7.0436 3.5347 3.1652  1.00
H: 5.2260 -2.6384 -4.8192  0.12
O: -4.7215 -5.0755 0.1210  0.13
N: -8.2194 2.0876 7.1757  0.10
O: 5.9545 -0.2401 -5.1204  0.12
C: 5.0645 -0.1332 -4.3168  -0.61
N: -7.6130 3.2564 4.6415  -0.22
H: -5.4066 1.3708 -1.2043  0.09
O: -2.8672 -3.7941 0.3221  0.04
H: -1.0429 -4.6669 0.4364  0.12
H: 12.2754 4.9010 -3.7573  0.12
H: -0.2340 -1.0198 -1.3764  0.07
C: -4.4338 1.0607 -0.8302  -0.04
O: 9.6042 2.1883 -3.6885  0.00
H: 11.4041 6.8944 -5.0312  0.08
I: -5.3674 -2.3764 5.9386  1.06
N: -6.1513 2.2391 2.8825  -0.23
H: 0.4315 1.2514 -3.3116  0.12
C: -2.0410 -4.9458 0.1018  -0.21
C: -7.4082 1.4328 6.2003  -0.24
H: -4.4965 0.0116 -0.5374  0.09
H: -1.6961 -4.4751 -1.9711  0.08
H: 10.5480 0.5547 -4.5830  0.10
C: 10.7790 6.0180 -4.8594  -0.07
H: -8.0366 3.0850 7.0512  0.08
C: -6.8999 0.2060 6.4139  -0.27
C: -7.2265 -0.5396 7.7074  -0.12
H: -8.0762 -0.0326 8.1726  0.07
C: -6.0456 -0.4352 5.4257  -0.52
H: -6.6222 -1.9583 0.6776  0.09
C: 9.5619 1.0066 -4.4920  -0.03
H: -1.7811 0.4234 4.1485  0.10
H: -6.5152 -3.1286 -0.6452  0.10
O: -4.7983 -2.8449 0.4831  -0.02
H: -5.2550 -1.2778 2.5966  0.10
H: 4.9721 2.0174 -5.7405  0.10
H: -3.3643 -1.9687 4.1180  0.02
C: 6.4911 -2.5082 -3.0628  -0.06
C: -3.3692 -0.9647 3.6930  -0.24
C: 5.1487 -2.4063 -3.7567  -0.21
C: -2.2308 1.0121 -1.5379  -0.61
C: -2.6665 0.0252 4.6658  -0.27
H: 10.8144 5.3909 -5.7496  0.07
H: -7.5612 -1.5461 7.4424  0.03
H: 8.8976 0.3012 -3.9999  0.08
C: -6.2208 -2.9259 0.3840  -0.04
H: -2.7355 -1.0261 2.7960  0.11
C: 10.5012 3.0902 -4.0912  -0.61
C: 11.2531 5.2602 -3.6366  -0.21
C: -4.7568 -0.4987 3.1887  -0.16
C: -6.2821 1.4472 3.9810  -0.27
O: 11.2757 2.9545 -5.0021  0.12
H: 4.2742 2.9815 -4.4303  0.09
H: 9.1577 1.2386 -5.4765  0.10
C: -4.1806 -4.0157 0.2977  -0.61
H: 0.2900 1.4379 -1.5715  0.12
H: -2.7819 -0.4008 6.6847  0.04
O: 4.5554 -1.1132 -3.5710  0.03
O: 4.4306 0.9977 -4.0022  0.00
H: 11.2395 5.9186 -2.7694  0.12
H: 5.9385 2.3934 -4.2832  0.10
H: 1.3051 -0.7784 -2.2129  0.08
H: -2.3740 -5.7756 0.7259  0.12



Relative energy (zero: lowest compared OMol25 entry of this formula, charge and spin) values, unit eV, following the record order: 1.677 0.000 0.000.
Maximum force values, unit eV Å⁻¹, following the record order: 3.10 2.48 1.84.